[1]
Formula: C16H52F2N5O12PbS2
Source: the Open Molecules 2025 dataset
Level of theory: ωB97M-V/def2-TZVPD

Geometry as ORCA input:
```
! RIJCOSX wB97M-V def2-TZVPD def2/J DEFGRID3
* xyz 1 1
Pb 2.304 -1.842 -2.920
N 0.559 -1.038 -1.586
S 0.632 -0.207 -0.241
O 1.041 -0.822 0.968
O -0.302 0.857 -0.185
F 1.995 0.573 -0.648
S -0.993 -1.723 -1.479
O -1.646 -1.718 -2.728
O -1.705 -1.657 -0.274
F -0.367 -3.189 -1.342
O 1.692 -2.482 3.482
H 1.738 -2.060 2.619
H 2.552 -2.892 3.608
O -0.278 4.061 -0.968
H -0.030 3.212 -1.344
H 0.534 4.577 -0.947
O -0.148 2.777 2.944
H -1.037 2.995 2.649
H 0.182 2.168 2.278
O -3.338 -2.526 -4.890
H -2.762 -2.236 -4.180
H -4.206 -2.590 -4.465
C 4.817 2.320 -3.088
C 3.593 1.391 -2.968
C 2.938 1.236 -4.317
O 1.839 0.327 -4.217
C 1.024 0.234 -5.388
N 4.018 0.064 -2.465
H 5.522 1.860 -3.789
H 5.254 2.461 -2.105
H 4.532 3.231 -3.614
H 2.929 1.822 -2.224
H 3.639 0.788 -5.034
H 2.664 2.239 -4.648
H 1.385 -0.501 -6.107
H 0.907 1.220 -5.840
H -0.005 -0.012 -5.116
H 4.921 -0.248 -2.830
H 4.285 0.167 -1.482
C -3.844 1.025 1.751
C -3.251 0.121 2.809
C -3.849 0.222 4.188
O -3.058 -0.557 5.056
C -3.471 -0.422 6.398
N -3.221 -1.287 2.345
H -3.628 2.074 1.968
H -4.937 0.970 1.720
H -3.478 0.725 0.770
H -2.177 0.346 2.916
H -4.907 -0.076 4.201
H -3.805 1.275 4.506
H -3.429 0.608 6.765
H -2.846 -1.044 7.036
H -4.490 -0.821 6.486
H -2.535 -1.372 1.607
H -2.930 -1.891 3.103
C -5.962 -1.358 -1.064
C -5.248 -1.983 -2.262
C -4.920 -3.432 -1.982
O -4.235 -3.546 -0.739
C -3.651 -4.818 -0.611
N -6.094 -1.876 -3.509
H -6.446 -0.419 -1.336
H -5.189 -1.100 -0.335
H -6.679 -2.017 -0.576
H -4.367 -1.392 -2.532
H -4.383 -3.982 -2.760
H -5.910 -3.906 -1.858
H -2.721 -4.953 -1.176
H -4.315 -5.664 -0.822
H -3.427 -4.876 0.457
H -6.823 -2.578 -3.382
H -6.580 -0.993 -3.383
C 3.838 2.100 1.449
C 4.761 1.788 2.630
C 6.108 2.488 2.508
O 6.895 1.752 1.602
C 8.246 2.167 1.651
N 4.079 2.178 3.848
H 4.303 1.738 0.522
H 3.625 3.156 1.285
H 2.910 1.555 1.628
H 4.970 0.712 2.525
H 6.554 2.448 3.516
H 5.990 3.555 2.285
H 8.767 1.823 0.758
H 8.754 1.690 2.498
H 8.384 3.247 1.738
H 4.718 2.089 4.628
H 3.227 1.676 4.053
*
```

Results
**LUMO level**: -5.8012 eV
**HOMO-LUMO gap**: 0.156 hartree
**Relative energy (zero: lowest compared OMol25 entry of this formula, charge and spin)**: 0.0 kcal per mole
**HOMO**: -10.06 eV

Atom-resolved charges from Löwdin, all expressed in e: 1.61, -0.47, 0.46, -0.21, -0.22, -0.22, 0.54, -0.22, -0.19, -0.19, -0.05, -0.02, 0.03, -0.04, 0.00, 0.03, -0.05, 0.03, 0.00, -0.07, -0.04, -0.01, -0.02, -0.41, -0.18, -0.37, -0.06, -0.04, 0.09, 0.09, 0.10, 0.13, 0.15, 0.15, 0.10, 0.11, 0.11, 0.11, 0.10, -0.06, -0.44, -0.22, -0.19, -0.11, 0.06, 0.07, 0.08, 0.06, 0.13, 0.14, 0.13, 0.09, 0.09, 0.09, 0.02, 0.07, -0.04, -0.42, -0.21, -0.19, -0.12, 0.04, 0.08, 0.07, 0.09, 0.12, 0.12, 0.13, 0.08, 0.09, 0.10, 0.08, 0.07, -0.06, -0.45, -0.22, -0.19, -0.11, 0.05, 0.05, 0.09, 0.06, 0.14, 0.13, 0.14, 0.08, 0.09, 0.09, 0.07, 0.08

---

[2]
Formula: C16H52N8O16
Source: the Open Molecules 2025 dataset
Level of theory: ωB97M-V/def2-TZVPD

Geometry as ORCA input:
```
! RIJCOSX wB97M-V def2-TZVPD def2/J DEFGRID3
* xyz 0 1
N -4.081 0.377 -2.804
C -4.162 -0.776 -2.113
N -5.428 -1.524 -1.972
O -3.117 -1.369 -1.779
H -4.820 1.007 -2.909
H -3.210 0.650 -3.097
H -6.161 -0.853 -1.815
H -5.322 -2.255 -1.283
N -0.220 -3.659 -3.300
C 0.039 -2.362 -3.117
N -0.890 -1.537 -3.694
O 1.042 -1.980 -2.465
H 0.294 -4.374 -2.807
H -1.079 -3.787 -3.835
H -1.680 -1.952 -4.115
H -0.672 -0.572 -3.630
N -4.251 1.758 1.443
C -4.898 2.051 0.217
N -4.888 3.437 -0.080
O -5.601 1.337 -0.478
H -3.358 2.351 1.647
H -4.132 0.815 1.736
H -4.556 3.752 -1.015
H -4.386 3.958 0.631
N 0.244 2.058 -1.195
C -0.532 0.967 -1.712
N -0.849 -0.009 -0.880
O -0.909 1.041 -2.900
H 1.132 1.900 -0.716
H 0.426 2.567 -2.062
H -1.498 -0.726 -1.176
H -0.778 0.089 0.140
O -3.004 -1.931 1.344
C -2.741 -3.321 1.069
C -1.563 -3.432 0.121
O -1.237 -4.764 -0.085
H -3.011 -1.522 0.463
H -2.691 -3.789 2.011
H -3.591 -3.788 0.613
H -0.676 -3.030 0.599
H -1.712 -2.902 -0.822
H -1.953 -5.174 -0.567
O 2.752 0.643 -1.829
C 4.223 0.463 -1.860
C 4.846 1.808 -2.114
O 4.556 2.378 -3.363
H 2.381 0.033 -2.460
H 4.670 0.103 -0.941
H 4.515 -0.202 -2.651
H 5.958 1.737 -2.021
H 4.525 2.505 -1.316
H 3.930 3.087 -3.276
O -1.246 4.084 1.701
C -0.110 4.503 0.853
C 1.256 4.256 1.446
O 1.656 4.889 2.612
H -1.023 3.124 1.875
H -0.269 4.030 -0.082
H -0.268 5.551 0.669
H 1.915 4.657 0.704
H 1.310 3.167 1.607
H 1.049 4.640 3.285
O 1.966 0.817 0.816
C 3.038 1.246 1.700
C 3.602 0.131 2.454
O 4.271 -0.854 1.726
H 2.356 0.323 0.057
H 3.646 1.970 1.121
H 2.542 1.900 2.500
H 2.677 -0.398 2.900
H 4.307 0.428 3.215
H 3.687 -1.132 0.966
O 4.883 -3.245 -0.683
C 3.764 -3.994 -0.203
C 2.828 -3.255 0.749
O 2.409 -2.004 0.070
H 5.231 -2.753 0.070
H 3.285 -4.396 -1.141
H 4.045 -4.871 0.385
H 3.420 -3.018 1.666
H 1.958 -3.872 0.979
H 1.954 -2.101 -0.832
O -2.834 0.519 3.437
C -1.629 -0.244 3.760
C -0.582 0.852 3.574
O -0.556 1.268 2.193
H -3.203 0.849 4.249
H -1.557 -0.540 4.822
H -1.536 -1.144 3.053
H 0.393 0.467 3.907
H -0.827 1.733 4.164
H 0.316 1.135 1.871
*
```

Results
**Structure (SMILES)**: NC(N)=O.NC(N)=O.NC(N)=O.NC(N)=O.OCCO.OCCO.OCCO.OCCO.OCCO.OCCO
**LUMO level**: 0.4013 eV
**HOMO-LUMO gap**: 0.368 hartree
**Relative energy (zero: lowest compared OMol25 entry of this formula, charge and spin)**: 32.7 kcal per mole
**HOMO**: -9.60 eV

Atom-resolved charges from Löwdin, all expressed in e: 0.22, -0.54, 0.15, -0.06, 0.09, 0.05, 0.07, 0.08, 0.17, -0.63, 0.19, -0.02, 0.12, 0.11, 0.09, 0.05, 0.14, -0.60, 0.11, 0.01, 0.12, 0.05, 0.11, 0.07, 0.14, -0.60, 0.23, -0.04, 0.06, 0.10, 0.05, 0.11, -0.08, -0.21, -0.27, -0.05, 0.05, 0.11, 0.11, 0.12, 0.09, 0.08, -0.09, -0.17, -0.27, -0.04, 0.06, 0.11, 0.12, 0.13, 0.12, 0.08, -0.11, -0.21, -0.27, -0.02, 0.05, 0.07, 0.11, 0.12, 0.08, 0.07, -0.14, -0.22, -0.27, -0.10, 0.06, 0.13, 0.13, 0.15, 0.13, 0.04, -0.06, -0.25, -0.17, -0.15, 0.07, 0.13, 0.11, 0.13, 0.11, 0.08, -0.10, -0.17, -0.21, -0.09, 0.08, 0.12, 0.13, 0.12, 0.12, 0.01

---

[3]
Formula: C16H52O10
Source: the Open Molecules 2025 dataset
Level of theory: ωB97M-V/def2-TZVPD

Geometry as ORCA input:
```
! RIJCOSX wB97M-V def2-TZVPD def2/J DEFGRID3
* xyz 0 1
C 3.244 6.465 3.970
C 2.224 5.498 3.443
O 0.922 5.901 3.805
H 4.249 6.053 3.887
H 3.173 6.669 5.039
H 3.308 7.358 3.349
H 2.435 4.490 3.800
H 2.200 5.467 2.354
H 0.317 5.542 3.152
C -2.956 -1.908 -4.854
C -3.432 -0.709 -3.946
O -4.227 0.180 -4.672
H -3.779 -2.572 -5.118
H -2.240 -2.496 -4.279
H -2.466 -1.553 -5.760
H -2.632 -0.051 -3.608
H -4.037 -1.086 -3.122
H -3.659 0.569 -5.341
C -5.562 -4.265 1.273
C -6.898 -4.092 0.564
O -7.809 -5.076 1.028
H -4.741 -3.637 0.927
H -5.189 -5.289 1.303
H -5.743 -4.106 2.336
H -6.727 -4.093 -0.512
H -7.224 -3.061 0.700
H -8.545 -5.077 0.412
C 5.226 -3.163 6.245
C 3.686 -3.301 6.024
O 3.095 -2.052 6.135
H 5.769 -4.100 6.127
H 5.420 -2.770 7.243
H 5.637 -2.422 5.559
H 3.191 -4.018 6.679
H 3.463 -3.693 5.031
H 2.235 -2.236 6.520
C 0.630 5.005 -6.514
C -0.689 4.692 -5.776
O -1.499 3.796 -6.599
H 1.199 5.788 -6.011
H 0.413 5.351 -7.525
H 1.232 4.107 -6.382
H -1.278 5.608 -5.733
H -0.488 4.199 -4.825
H -1.835 4.366 -7.294
C 2.503 -0.842 -5.444
C 2.791 -0.874 -3.913
O 3.868 -1.768 -3.713
H 3.352 -0.524 -6.049
H 1.663 -0.199 -5.705
H 2.209 -1.834 -5.784
H 1.854 -1.198 -3.461
H 3.011 0.097 -3.469
H 3.774 -2.170 -2.846
C -0.509 -6.026 3.464
O 0.378 -6.425 2.483
H -0.114 -6.149 4.473
H -0.854 -5.001 3.326
H -1.368 -6.697 3.459
H 0.661 -7.299 2.760
C 5.717 0.622 0.591
O 4.844 1.702 0.612
H 6.183 0.509 -0.388
H 6.509 0.758 1.327
H 5.227 -0.298 0.911
H 3.946 1.368 0.551
C -3.768 3.463 2.420
O -2.998 4.136 1.440
H -3.164 3.037 3.221
H -4.402 4.234 2.856
H -4.407 2.746 1.905
H -3.553 4.216 0.661
C -0.474 -0.330 1.022
O 0.063 0.819 0.427
H 0.317 -0.903 1.506
H -1.206 -0.002 1.760
H -1.036 -0.910 0.289
H -0.633 1.463 0.276
*
```

Results
**Structure (SMILES)**: CCO.CCO.CCO.CCO.CCO.CCO.CO.CO.CO.CO
**LUMO level**: 0.0521 eV
**HOMO-LUMO gap**: 0.367 hartree
**Relative energy (zero: lowest compared OMol25 entry of this formula, charge and spin)**: 132.7 kcal per mole
**HOMO**: -9.93 eV

Atom-resolved charges from Löwdin, all expressed in e: -0.09, -0.34, -0.08, 0.07, 0.08, 0.07, 0.11, 0.11, 0.08, -0.07, -0.32, -0.09, 0.07, 0.06, 0.06, 0.10, 0.11, 0.08, -0.10, -0.34, -0.06, 0.07, 0.07, 0.07, 0.10, 0.10, 0.08, -0.07, -0.35, -0.07, 0.07, 0.07, 0.07, 0.11, 0.10, 0.08, -0.09, -0.29, -0.11, 0.07, 0.07, 0.07, 0.10, 0.11, 0.07, -0.08, -0.32, -0.08, 0.07, 0.06, 0.07, 0.10, 0.10, 0.08, -0.20, -0.11, 0.07, 0.08, 0.07, 0.08, -0.19, -0.11, 0.08, 0.07, 0.08, 0.07, -0.16, -0.14, 0.08, 0.07, 0.08, 0.07, -0.17, -0.13, 0.08, 0.07, 0.07, 0.07